# C72H186N14O22

14 unconnected molecules or ions with the total composition C72H186N14O22 at a distorted geometry (ωB97M-V/def2-TZVPD, the Open Molecules 2025 dataset).

Properties
**LUMO**: 0.3 eV
**HOMO-LUMO gap**: 8.35 eV
**E**: -5275.76719 hartree
**Relative energy (zero: lowest compared OMol25 entry of this formula, charge and spin)**: 265.2 kcal per mole
**Molar mass**: 1600.4 g mol⁻¹
**Net charge**: 0
**HOMO energy**: -8.016 eV

The geometry in XYZ format:
```
294
Properties=species:S:1:pos:R:3:forces:R:3
C -5.582 -2.524 1.087 -0.643 -0.106 -1.030
O -5.874 -2.445 -0.300 0.122 -0.013 -0.211
C -5.225 -1.335 -0.897 -1.290 -0.916 -0.957
C -5.564 -1.299 -2.450 2.640 -0.400 0.560
N -5.541 0.036 -2.996 -2.038 -0.352 -0.329
C -6.857 0.622 -2.692 0.454 1.088 -0.393
C -6.901 2.145 -2.805 0.549 -0.560 1.949
O -6.598 2.685 -4.000 0.830 1.089 -2.061
C -7.515 2.394 -5.013 1.301 0.124 -0.711
H -6.096 -1.694 1.572 -0.153 -0.195 0.528
H -4.516 -2.419 1.292 0.268 -0.211 0.012
H -5.960 -3.519 1.323 0.102 0.252 0.784
H -4.170 -1.514 -0.685 0.478 0.541 -0.469
H -5.559 -0.419 -0.410 0.094 0.332 -0.011
H -6.419 -1.878 -2.798 -0.560 0.431 0.720
H -4.771 -1.842 -2.966 0.401 -0.196 0.174
H -4.696 0.570 -2.852 -0.352 0.147 0.393
H -7.206 0.367 -1.692 0.076 0.004 0.331
H -7.606 0.211 -3.369 0.066 -0.341 -0.109
H -6.086 2.539 -2.198 -0.272 -0.013 0.757
H -7.863 2.541 -2.478 -0.313 -0.151 0.513
H -7.553 1.305 -5.054 -1.015 0.057 -0.415
H -7.018 2.740 -5.920 -0.172 -0.104 -0.207
H -8.424 2.988 -4.921 -0.467 -0.533 0.255
C 8.892 0.811 -13.883 0.413 0.100 0.464
O 8.242 0.821 -12.662 -2.808 1.177 0.633
C 8.911 0.442 -11.506 -0.434 -1.949 -0.098
C 8.029 0.348 -10.254 0.367 1.964 0.890
N 7.860 1.741 -9.766 -0.476 -0.385 -0.063
C 7.180 1.960 -8.467 1.314 0.172 -0.225
C 5.755 1.480 -8.362 0.315 -0.063 -0.868
O 5.106 1.945 -7.230 1.379 1.772 -0.226
C 3.865 1.370 -7.023 0.480 -0.526 1.072
H 8.139 1.058 -14.632 0.186 -0.203 -0.082
H 9.334 -0.175 -14.029 0.189 -0.103 -0.488
H 9.658 1.586 -13.871 0.380 0.010 -0.359
H 9.771 1.102 -11.388 0.321 -0.417 0.534
H 9.074 -0.623 -11.670 1.477 -0.302 -0.023
H 8.539 -0.196 -9.459 0.418 -0.186 -0.188
H 7.081 -0.174 -10.387 -0.086 -0.114 -0.618
H 7.431 2.148 -10.585 -0.488 0.977 0.405
H 7.322 2.971 -8.086 -0.374 0.450 -0.692
H 7.831 1.446 -7.760 -0.228 -0.576 0.217
H 5.872 0.398 -8.417 -0.721 -0.533 0.271
H 5.169 1.803 -9.223 0.057 -0.035 -0.516
H 3.213 1.309 -7.895 0.065 -0.122 -0.200
H 3.404 1.972 -6.240 -0.265 -0.267 0.017
H 4.228 0.418 -6.637 -1.546 -0.857 0.133
C 1.433 -6.184 3.481 1.571 -0.251 0.974
O 1.072 -5.060 2.793 -0.920 1.530 -0.656
C 0.068 -5.335 1.862 -0.165 0.327 -0.335
C -0.244 -4.069 1.114 -0.672 1.322 -1.219
N -1.374 -4.193 0.198 -0.357 -0.365 0.894
C -1.148 -5.098 -0.906 -1.752 -0.847 1.471
C -2.383 -4.910 -1.810 0.847 -1.048 1.087
O -2.242 -3.720 -2.484 -0.700 1.572 -2.207
C -2.866 -3.765 -3.807 0.524 -0.313 1.051
H 2.256 -6.618 2.913 -0.071 -0.933 0.142
H 0.618 -6.871 3.710 -0.085 -0.138 -0.216
H 1.858 -5.825 4.418 0.026 -0.258 0.205
H -0.835 -5.614 2.404 -0.306 -0.336 -0.108
H 0.362 -6.146 1.196 0.070 -0.242 -0.107
H 0.521 -3.669 0.448 1.243 -0.336 0.569
H -0.432 -3.305 1.868 -0.194 0.110 0.002
H -1.809 -3.350 -0.148 0.508 0.337 0.369
H -1.214 -6.090 -0.459 -0.348 -0.500 -0.141
H -0.122 -5.146 -1.272 -0.017 0.915 -1.007
H -3.291 -4.805 -1.217 0.049 -0.413 0.612
H -2.524 -5.839 -2.364 0.125 0.233 -0.990
H -2.814 -2.806 -4.322 1.025 -0.082 0.072
H -3.945 -3.916 -3.838 -0.183 -0.595 0.739
H -2.331 -4.624 -4.210 -0.339 0.347 -1.204
C -1.662 7.864 2.106 1.421 1.290 -0.869
O -2.262 7.610 0.825 1.797 0.254 1.714
C -2.727 6.277 0.601 -1.327 1.374 -0.352
C -1.808 5.073 0.527 0.493 1.219 2.006
N -1.302 4.656 1.836 0.352 -0.290 0.789
C -0.118 3.807 1.886 -1.197 -0.508 -0.413
C 0.263 3.524 3.299 0.709 -0.049 -0.893
O 0.701 4.713 3.881 0.010 0.133 1.570
C 1.137 4.433 5.216 0.824 0.924 -0.418
H -1.590 8.940 2.265 -1.032 0.300 -0.138
H -0.581 7.738 2.042 0.261 -1.097 0.048
H -2.026 7.431 3.038 -0.625 -0.525 -0.410
H -3.026 6.494 -0.425 -0.893 -0.937 -0.081
H -3.551 6.306 1.314 -0.488 -1.445 -0.195
H -1.040 5.515 -0.109 0.522 -0.900 -0.580
H -2.345 4.185 0.194 0.055 0.345 -0.949
H -1.077 5.365 2.520 -0.430 0.774 -0.460
H 0.731 4.240 1.356 0.236 -0.048 -0.127
H -0.350 2.811 1.508 -0.001 -0.037 -0.669
H 1.107 2.843 3.186 0.172 -0.380 0.496
H -0.531 3.039 3.868 -0.259 -0.002 0.105
H 1.922 3.677 5.192 -0.210 -0.502 0.010
H 0.332 4.194 5.911 -0.219 -0.228 -0.162
H 1.661 5.314 5.589 -0.275 0.256 -0.036
C -1.067 -1.837 -7.754 0.196 -1.210 -2.345
O 0.284 -2.041 -8.226 0.764 0.574 2.280
C 0.757 -1.949 -9.568 -1.993 1.616 0.030
C 0.128 -0.611 -10.175 1.545 -1.687 1.290
N 0.467 0.494 -9.299 0.724 0.096 -2.494
C -0.116 1.705 -9.928 0.052 0.114 2.410
C 0.319 2.983 -9.174 -1.258 0.167 1.242
O -0.384 3.046 -7.851 -0.653 -0.347 -2.204
C 0.112 3.974 -6.892 0.497 -1.609 -0.727
H -1.536 -2.670 -8.277 -1.166 -0.013 0.527
H -1.565 -0.921 -8.072 0.301 0.290 -0.142
H -1.196 -1.910 -6.674 0.789 -0.229 -0.093
H 0.417 -2.804 -10.152 -0.005 -0.192 -0.148
H 1.837 -1.980 -9.421 -0.057 0.312 -0.465
H -0.946 -0.795 -10.148 -0.398 -0.046 -0.515
H 0.462 -0.399 -11.190 -0.022 -0.192 -0.014
H 0.286 0.193 -8.352 -0.454 1.039 0.128
H -1.197 1.573 -9.984 -0.588 0.569 0.655
H 0.053 1.790 -11.002 1.195 -0.205 0.084
H 0.114 3.850 -9.801 -0.538 0.273 0.144
H 1.384 3.079 -8.961 0.266 -0.675 -0.098
H 1.171 3.740 -7.001 0.558 1.209 0.885
H -0.253 3.617 -5.929 0.082 0.091 0.027
H -0.198 5.012 -7.018 0.237 0.049 -0.372
C 0.141 -0.446 -2.653 -0.903 0.858 0.857
O 1.068 -0.016 -1.681 1.073 -1.188 -0.129
C 1.969 -1.067 -1.232 -1.100 0.498 -0.603
C 2.795 -0.449 -0.170 0.971 0.933 0.094
N 1.975 0.262 0.799 -1.030 -0.611 0.664
C 1.399 -0.685 1.714 -1.360 -1.033 3.079
C 0.161 -0.099 2.495 2.212 -1.312 0.607
O -0.808 0.274 1.641 -2.118 1.693 -3.468
C -1.419 -0.665 0.683 0.229 0.454 1.366
H 0.477 -0.454 -3.690 0.473 -0.289 0.065
H -0.623 0.328 -2.570 -0.316 -0.056 -0.391
H -0.331 -1.375 -2.333 0.057 -0.364 -0.334
H 2.522 -1.465 -2.082 0.183 -0.063 0.034
H 1.402 -1.863 -0.748 -0.404 -0.329 -0.359
H 3.485 0.276 -0.603 0.170 0.039 -0.174
H 3.399 -1.184 0.363 0.063 -0.150 -0.081
H 1.114 0.551 0.357 0.215 0.969 -0.875
H 2.098 -0.990 2.494 0.409 -0.087 -0.025
H 0.979 -1.614 1.330 0.502 -0.206 -0.765
H 0.587 0.683 3.123 -0.518 1.027 -0.510
H -0.364 -0.685 3.250 0.781 -1.363 0.263
H -0.782 -1.269 0.037 0.760 0.264 0.262
H -2.042 -0.084 0.003 -0.062 0.197 0.422
H -2.017 -1.363 1.268 -0.320 -0.073 -0.024
C -3.538 0.728 8.625 -0.677 -0.635 -0.287
O -4.120 -0.543 8.426 -0.384 -2.494 -0.451
C -3.567 -1.499 7.509 1.307 2.332 -1.358
C -3.483 -0.833 6.021 0.177 -0.509 1.064
N -4.591 -1.117 5.137 -0.598 -0.108 0.003
C -5.886 -0.732 5.704 -1.283 -0.053 0.353
C -7.053 -1.037 4.739 0.536 -0.337 -0.752
O -8.344 -0.705 5.221 0.307 0.112 0.034
C -9.389 -1.070 4.354 -1.447 -0.235 0.244
H -2.704 0.991 7.974 0.067 -0.222 -0.063
H -3.233 0.726 9.672 0.036 0.655 -0.012
H -4.404 1.341 8.377 0.505 0.972 0.523
H -4.033 -2.484 7.529 -1.155 0.545 -0.067
H -2.571 -1.823 7.812 0.630 0.603 0.128
H -2.532 -1.083 5.551 -0.016 -0.840 -0.192
H -3.354 0.249 5.995 -0.345 0.279 0.986
H -4.644 -2.125 5.095 0.112 -0.351 -0.617
H -5.927 0.273 6.125 0.309 0.271 -0.407
H -6.142 -1.380 6.542 0.136 0.008 0.582
H -6.943 -2.113 4.601 -0.435 -0.521 -0.138
H -6.945 -0.642 3.729 0.325 0.505 -0.028
H -9.519 -2.140 4.192 0.670 -0.340 -0.013
H -9.510 -0.584 3.386 1.122 0.320 -0.294
H -10.347 -0.801 4.798 0.177 0.209 0.678
C -4.322 5.871 7.140 -0.822 0.208 0.553
O -4.199 4.583 6.551 1.829 1.581 -0.052
C -3.449 4.625 5.319 -0.290 0.404 0.109
C -3.356 3.213 4.850 -0.998 0.505 -1.082
N -3.617 3.189 3.420 -0.886 -2.896 0.156
C -3.685 1.715 2.993 -0.216 1.980 -0.894
C -5.110 1.355 2.483 2.124 -0.007 -0.351
O -5.328 1.725 1.106 -1.043 0.454 0.134
C -5.907 3.036 0.903 0.745 -0.119 0.881
H -3.440 6.405 7.494 0.770 -0.655 -0.184
H -4.954 5.775 8.022 -0.089 -0.223 -0.059
H -4.808 6.607 6.498 -0.257 -0.195 -0.520
H -2.445 5.024 5.173 0.888 0.337 1.943
H -3.896 5.369 4.659 -1.171 -0.638 -0.527
H -4.144 2.662 5.363 -0.154 -0.156 -0.141
H -2.419 2.733 5.131 0.429 0.007 0.149
H -2.928 3.630 2.828 0.520 0.345 0.410
H -3.407 1.002 3.770 -0.067 0.204 0.350
H -2.884 1.685 2.254 -0.362 -0.813 -0.536
H -5.748 1.810 3.242 -0.709 0.090 -0.442
H -5.172 0.267 2.517 -0.312 -0.008 -0.029
H -6.647 3.235 1.679 0.109 0.139 0.194
H -6.417 3.224 -0.042 0.189 -0.956 -0.274
H -5.090 3.756 0.953 -0.141 0.331 0.244
C 3.914 -0.801 5.724 -2.831 -0.657 -0.167
C 2.899 -0.134 6.817 1.154 -1.641 -0.310
C 1.397 -0.859 7.000 0.830 2.518 -0.493
O 0.667 -0.306 8.135 1.268 -0.469 0.175
C 0.267 1.045 7.958 0.054 -0.387 -1.341
N 3.681 -0.297 8.032 -0.541 0.555 0.614
H 3.350 -0.877 4.795 -0.046 -0.215 -0.309
H 4.071 -1.826 6.060 -0.195 -0.219 0.083
H 4.915 -0.517 5.398 -0.132 1.280 0.873
H 2.775 0.937 6.657 -0.104 -0.120 -0.283
H 1.476 -1.945 7.056 0.027 0.147 0.474
H 0.736 -0.585 6.178 0.288 -0.276 -0.750
H -0.218 1.438 8.851 0.227 -0.231 -0.072
H -0.394 1.100 7.093 -0.884 -0.152 0.025
H 1.043 1.701 7.562 0.646 0.110 0.813
H 3.172 0.152 8.780 0.001 0.102 0.433
H 3.674 -1.277 8.274 0.220 -0.269 0.080
C 2.201 -4.659 -5.898 0.619 -0.276 -0.707
C 2.908 -5.413 -4.770 -0.997 -1.365 -1.016
C 1.852 -6.107 -3.824 1.602 1.423 -0.060
O 2.647 -6.605 -2.739 -1.383 -1.492 -1.459
C 2.724 -5.908 -1.570 0.578 0.426 0.841
N 3.701 -6.484 -5.418 0.273 -0.137 -0.029
H 1.848 -5.483 -6.517 -0.978 0.286 -0.152
H 2.862 -4.152 -6.600 0.565 0.017 0.333
H 1.455 -3.897 -5.675 -0.261 -0.465 0.431
H 3.655 -4.805 -4.260 -0.480 0.097 0.579
H 1.301 -6.943 -4.255 0.549 -0.194 -0.440
H 1.057 -5.385 -3.640 0.056 0.294 1.132
H 3.463 -6.449 -0.979 0.155 0.282 0.165
H 1.812 -5.904 -0.973 -0.313 0.183 -0.106
H 3.080 -4.899 -1.779 -0.036 0.397 0.413
H 3.121 -7.020 -6.048 -0.388 0.327 -0.560
H 3.907 -7.216 -4.753 0.482 0.237 0.672
C -5.344 -5.327 6.969 1.012 0.991 -0.061
C -6.012 -5.215 5.621 -0.758 -0.902 0.684
C -5.048 -5.200 4.438 1.500 0.278 0.013
O -4.174 -4.015 4.441 0.321 -1.228 0.465
C -2.780 -4.106 3.953 -1.927 0.820 -0.028
N -7.023 -6.302 5.510 0.121 1.374 -1.169
H -4.890 -4.337 7.021 0.484 -0.060 0.861
H -4.564 -6.074 7.119 -0.186 -0.283 -0.145
H -6.128 -5.387 7.723 0.215 -0.078 0.131
H -6.436 -4.229 5.811 -1.020 0.090 -1.154
H -5.453 -5.268 3.428 -0.636 -0.040 0.208
H -4.467 -6.104 4.620 0.541 -0.153 -0.326
H -2.425 -3.103 4.188 0.373 -0.183 0.174
H -2.773 -4.166 2.864 -0.050 -0.368 -0.144
H -2.151 -4.881 4.391 -0.320 -0.088 0.278
H -7.520 -6.461 6.374 0.291 -0.256 -0.184
H -6.710 -7.134 5.029 0.004 0.025 0.349
C 3.810 3.005 1.946 -0.393 1.360 -0.492
C 5.068 2.331 2.394 -1.466 -1.419 0.571
C 5.436 2.868 3.795 0.602 -0.260 0.064
O 4.317 2.843 4.726 0.956 -0.457 -2.776
C 4.709 3.054 6.029 -0.077 0.791 0.671
N 4.693 0.901 2.525 0.514 0.133 1.508
H 4.114 3.989 1.587 -0.730 0.322 -0.268
H 3.096 3.094 2.764 0.452 0.404 0.421
H 3.171 2.445 1.263 0.693 0.023 -0.753
H 5.889 2.290 1.678 0.199 0.993 0.146
H 5.866 3.869 3.800 -0.380 0.422 -0.447
H 6.283 2.284 4.155 -0.147 -0.588 0.411
H 3.831 3.554 6.438 -0.055 -0.659 0.970
H 5.481 3.813 6.156 0.436 0.092 -0.359
H 5.069 2.131 6.485 -0.354 -0.029 0.474
H 4.056 0.636 1.788 -0.125 0.151 -0.159
H 4.129 0.959 3.361 -0.425 -0.797 0.317
C 2.378 7.067 -0.148 -0.878 0.609 0.591
C 2.700 6.277 -1.376 -1.897 -1.793 0.466
C 1.882 4.916 -1.336 1.594 -0.262 1.427
O 2.281 4.104 -2.398 0.457 0.688 -0.187
C 1.964 2.749 -2.285 -0.283 0.132 -1.239
N 2.132 6.879 -2.559 0.244 0.554 -0.721
H 1.310 7.282 -0.180 -0.131 0.633 -0.354
H 2.967 7.983 -0.119 -0.198 0.146 0.102
H 2.410 6.596 0.834 0.858 -0.552 -0.148
H 3.777 6.158 -1.491 0.102 -0.691 0.239
H 0.798 4.982 -1.245 -0.295 0.941 -0.729
H 2.072 4.380 -0.406 0.764 -0.137 0.449
H 2.354 2.367 -3.228 0.085 -0.648 0.227
H 0.883 2.614 -2.335 -0.262 -0.167 0.356
H 2.381 2.221 -1.427 0.096 0.247 0.161
H 2.498 7.804 -2.732 0.132 0.295 0.073
H 2.526 6.296 -3.284 -0.351 0.052 -0.710
C 5.604 -2.831 1.695 0.351 -1.230 0.751
C 6.961 -2.109 1.993 -1.953 0.304 -1.920
C 8.181 -2.797 1.356 -0.777 0.364 0.890
O 8.153 -4.086 1.965 0.814 -0.151 -1.219
C 9.029 -4.996 1.313 0.209 -0.036 0.938
N 6.772 -0.766 1.479 1.610 1.726 0.539
H 5.516 -3.794 2.197 0.368 -0.425 -0.194
H 5.428 -2.995 0.632 0.184 0.119 -0.143
H 4.729 -2.330 2.109 0.278 0.767 -0.062
H 7.096 -2.143 3.074 0.125 0.545 -0.016
H 9.115 -2.256 1.507 0.216 0.099 1.089
H 8.197 -2.714 0.270 -0.915 -0.976 -0.516
H 10.055 -4.628 1.337 0.139 0.415 -0.515
H 8.688 -5.241 0.308 0.104 0.044 -0.093
H 9.121 -5.895 1.922 -0.570 -0.152 -0.053
H 6.487 -0.512 0.544 0.186 -1.283 -0.305
H 6.265 -0.103 2.048 -0.116 -0.512 0.640
```
Forces are in eV/Å.

Here are the Mulliken charges for atoms 1 to 8, given in e: number 1, C, carries -0.156; number 2, O, carries -0.620; number 3, C, carries 1.608; number 4, C, carries -0.795; number 5, N, carries -0.243; number 6, C, carries -0.240; number 7, C, carries -0.537; number 8, O, carries -0.365